1.
{"formula": "C42H29AsF10N4O4Tl", "method": "ωB97M-V/def2-TZVPD", "orbital_gap_ev": 5.14, "e_homo_ev": -3.61, "e_lumo_ev": 1.5, "charge": -1, "e_above_lowest_kcal_mol": 0.00, "elements": ["Tl", "C", "N", "C", "C", "N", "C", "C", "F", "C", "F", "C", "F", "C", "F", "C", "F", "C", "C", "N", "C", "C", "F", "C", "F", "C", "F", "C", "F", "C", "F", "H", "H", "H", "H", "H", "H", "H", "H", "H", "H", "H", "O", "C", "O", "C", "C", "C", "C", "C", "N", "C", "O", "O", "H", "H", "H", "H", "H", "C", "C", "C", "C", "C", "C", "As", "C", "C", "C", "C", "C", "C", "C", "C", "C", "C", "C", "C", "H", "H", "H", "H", "H", "H", "H", "H", "H", "H", "H", "H", "H"], "positions_angstrom": [[1.2769, 0.9811, -0.9109], [0.7219, 4.4799, 0.5689], [0.2603, 3.1231, 0.7869], [0.3789, 2.7164, 2.1881], [1.8020, 2.4462, 2.6522], [2.2535, 1.2050, 2.0665], [3.5288, 0.8556, 2.1935], [4.5831, 1.4660, 2.9365], [4.3400, 2.5545, 3.7214], [5.8838, 0.9994, 2.9665], [6.8020, 1.6602, 3.6990], [6.2645, -0.1324, 2.2786], [7.5410, -0.5790, 2.2986], [5.2797, -0.7913, 1.5590], [5.5985, -1.9113, 0.8838], [3.9895, -0.3239, 1.5311], [3.0968, -1.0498, 0.8117], [-1.1133, 2.9379, 0.3392], [-1.4001, 3.3171, -1.1068], [-0.5207, 2.6452, -2.0440], [-0.7397, 2.8171, -3.3462], [0.0984, 2.1579, -4.2949], [1.1524, 1.4471, -3.8300], [-0.0599, 2.1976, -5.6582], [0.7906, 1.5123, -6.4475], [-1.0819, 2.9316, -6.2361], [-1.2451, 2.9777, -7.5759], [-1.9148, 3.6218, -5.3799], [-2.9165, 4.3559, -5.8956], [-1.7549, 3.5712, -4.0076], [-2.6641, 4.2849, -3.2924], [0.0805, 5.2136, 1.0886], [0.7254, 4.7088, -0.4961], [1.7394, 4.5938, 0.9378], [-0.1761, 1.7799, 2.2918], [-0.1044, 3.4626, 2.8462], [1.7717, 2.4210, 3.7538], [2.4335, 3.3039, 2.3928], [-1.8063, 3.5203, 0.9769], [-1.3575, 1.8816, 0.4879], [-1.3617, 4.4097, -1.2087], [-2.4598, 3.0604, -1.2555], [-3.4654, -0.9192, -1.6823], [-2.1483, -0.6346, -1.6747], [-1.6095, -0.0846, -0.7610], [-1.4663, -1.0787, -2.9383], [-2.2093, -1.3174, -4.0879], [-1.5246, -1.6392, -5.2444], [-0.1482, -1.7629, -5.1854], [0.4961, -1.5539, -3.9706], [-0.1482, -1.1815, -2.8727], [1.9981, -1.7002, -3.8249], [2.5996, -2.5088, -4.7351], [2.6365, -1.1675, -2.9752], [-3.8063, -0.6283, -0.8204], [-3.2840, -1.2187, -4.0704], [-2.0508, -1.7816, -6.1786], [0.4067, -1.9683, -6.0922], [1.9431, -2.9404, -5.2916], [1.4764, -2.1236, 5.8681], [1.5524, -3.0653, 4.8533], [1.0299, -2.7841, 3.5968], [0.4241, -1.5592, 3.3473], [0.3672, -0.6107, 4.3646], [0.8822, -0.8928, 5.6202], [-0.2212, -1.0369, 1.5714], [-0.6445, -2.7846, 0.8292], [0.2446, -3.6455, 0.1998], [-0.2264, -4.8247, -0.3639], [-1.5838, -5.1234, -0.3210], [-2.4779, -4.2503, 0.2811], [-2.0123, -3.0748, 0.8623], [-2.8444, -2.0383, 1.5100], [-4.2306, -2.0706, 1.6362], [-4.8939, -1.0106, 2.2384], [-4.1817, 0.0880, 2.7074], [-2.7995, 0.1299, 2.5731], [-2.1292, -0.9355, 1.9903], [1.8894, -2.3413, 6.8451], [2.0269, -4.0220, 5.0343], [1.0983, -3.5287, 2.8133], [-0.0664, 0.3657, 4.1762], [0.8340, -0.1448, 6.4018], [1.2978, -3.3939, 0.1400], [0.4642, -5.5056, -0.8456], [-1.9484, -6.0397, -0.7687], [-3.5352, -4.4870, 0.2921], [-4.7964, -2.9176, 1.2657], [-5.9718, -1.0386, 2.3398], [-4.7055, 0.9173, 3.1662], [-2.2536, 1.0044, 2.9095]], "atomic_forces_ev_per_a": [[0.105, 0.248, 0.288], [0.027, -0.009, 0.005], [0.033, -0.184, -0.040], [0.037, 0.053, -0.092], [-0.046, -0.181, -0.024], [0.104, 0.112, -0.175], [-0.104, -0.014, 0.053], [0.023, 0.035, 0.044], [-0.068, 0.016, -0.050], [-0.011, 0.028, 0.028], [-0.011, 0.001, 0.001], [0.009, 0.001, -0.008], [0.007, -0.005, -0.002], [-0.055, -0.055, 0.001], [0.006, 0.000, -0.005], [0.051, -0.080, -0.049], [-0.104, 0.003, 0.050], [-0.032, -0.073, 0.027], [-0.102, 0.009, -0.015], [0.046, 0.052, 0.029], [-0.099, -0.142, 0.064], [0.070, 0.029, -0.027], [0.025, -0.082, 0.040], [0.016, -0.040, 0.021], [-0.002, 0.001, 0.006], [0.012, 0.015, 0.000], [-0.012, -0.007, -0.021], [-0.005, -0.002, 0.015], [-0.024, 0.006, 0.000], [-0.065, -0.029, 0.008], [-0.010, 0.055, -0.037], [0.005, 0.023, -0.008], [-0.020, -0.020, -0.010], [-0.003, -0.005, 0.015], [0.001, 0.026, 0.024], [-0.007, 0.061, -0.041], [0.039, -0.021, 0.011], [0.066, 0.060, 0.038], [-0.015, 0.036, 0.009], [-0.019, 0.055, -0.031], [0.056, 0.015, 0.026], [0.029, -0.044, -0.039], [0.079, 0.048, 0.040], [-0.222, -0.170, -0.239], [0.128, 0.080, -0.043], [-0.146, 0.087, 0.100], [0.012, 0.037, -0.079], [-0.062, 0.019, 0.028], [0.050, 0.033, -0.069], [0.099, 0.067, -0.058], [0.012, -0.117, 0.020], [-0.049, -0.061, -0.013], [-0.011, 0.052, 0.018], [0.027, 0.029, 0.039], [-0.056, -0.025, 0.031], [-0.001, 0.007, 0.005], [0.004, 0.004, 0.002], [0.025, -0.010, 0.016], [-0.023, -0.029, 0.001], [-0.001, -0.004, -0.020], [0.014, 0.011, 0.013], [-0.036, -0.003, 0.016], [0.007, -0.026, -0.080], [0.029, 0.021, 0.002], [-0.015, -0.010, -0.008], [0.144, 0.058, 0.142], [0.092, 0.039, -0.024], [-0.026, -0.006, -0.003], [0.006, 0.021, 0.005], [-0.010, 0.004, -0.006], [-0.014, -0.010, -0.012], [-0.052, 0.020, 0.005], [0.022, -0.076, 0.004], [0.005, -0.007, -0.031], [-0.024, 0.031, 0.000], [0.008, 0.001, -0.022], [-0.006, -0.034, 0.024], [0.038, 0.015, 0.047], [0.002, 0.002, -0.003], [-0.002, 0.001, 0.001], [-0.005, 0.002, 0.002], [0.018, -0.016, -0.006], [0.002, 0.003, -0.002], [-0.001, 0.007, 0.010], [-0.003, -0.006, -0.004], [-0.001, -0.003, 0.001], [0.001, -0.007, -0.003], [0.002, 0.001, 0.006], [0.002, 0.001, -0.001], [-0.001, -0.005, -0.002], [-0.016, -0.025, 0.018]]}



2.
{"formula": "C13H21BF4N5OS2Tc", "method": "ωB97M-V/def2-TZVPD", "orbital_gap_ev": [6.14, 6.24], "e_homo_ev": [-11.77, -11.74], "spin_multiplicity": 2, "e_lumo_ev": [-5.6, -5.5], "s_squared": 1.10, "charge": 1, "e_above_lowest_kcal_mol": 0.00, "elements": ["Tc", "C", "S", "C", "S", "N", "N", "C", "C", "C", "C", "C", "C", "N", "H", "H", "H", "H", "H", "H", "H", "H", "F", "B", "F", "F", "F", "C", "N", "C", "C", "O", "N", "C", "C", "H", "H", "H", "H", "H", "H", "H", "H", "H", "H", "H", "H", "H"], "positions_angstrom": [[-0.1133, -1.7527, -0.1785], [2.6463, -2.6977, -4.4154], [2.1186, -1.0255, -3.9935], [1.3731, -1.4269, -2.4343], [-0.3343, -1.7527, -2.3815], [2.1940, -1.4243, -1.4140], [1.6685, -1.7527, -0.1582], [1.4456, -0.6933, 0.5394], [0.6621, -0.8262, 1.7567], [0.9296, -0.0509, 2.8743], [0.1516, -0.2713, 4.0072], [-0.8612, -1.2280, 3.9644], [-1.0577, -1.9320, 2.7841], [-0.3140, -1.7527, 1.6780], [3.1810, -2.6754, -5.3688], [1.7847, -3.3626, -4.5195], [3.3195, -3.0953, -3.6510], [1.7869, 0.3110, 0.2390], [1.7338, 0.6738, 2.8726], [0.3357, 0.2914, 4.9174], [-1.4848, -1.4245, 4.8286], [-1.8368, -2.6825, 2.6927], [-3.8748, -0.7589, -1.1220], [-3.3899, -1.7528, -0.1782], [-3.8743, -1.4325, 1.1546], [-3.8745, -3.0672, -0.5670], [-1.9361, -1.7527, -0.1785], [2.2289, 1.3279, -0.7888], [1.0559, 2.0614, -0.3494], [1.3286, 3.2339, 0.4701], [-0.1136, 1.3284, -0.1789], [-0.1133, 0.0969, -0.1785], [-1.2831, 2.0616, -0.0092], [-1.5520, 3.2423, -0.8178], [-2.4580, 1.3277, 0.4225], [2.9402, 2.0222, -1.2453], [1.9506, 0.5702, -1.5277], [2.6887, 0.8336, 0.0725], [1.9730, 2.9358, 1.3039], [0.4248, 3.6733, 0.8967], [1.8456, 3.9786, -0.1413], [-0.6471, 3.6817, -1.2418], [-2.0650, 3.9836, -0.1987], [-2.1993, 2.9548, -1.6532], [-2.1840, 0.5625, 1.1551], [-2.9178, 0.8417, -0.4435], [-3.1691, 2.0194, 0.8831], [-0.1133, -3.4209, -0.1785]], "atomic_forces_ev_per_a": [[-4.416, -7.801, -2.980], [0.173, -0.669, 0.055], [0.035, 0.208, -0.186], [0.752, -0.707, 0.261], [1.341, -0.247, -2.433], [1.992, -0.752, -1.865], [3.571, -0.912, -3.645], [2.075, 0.675, 5.124], [2.121, 0.238, 3.183], [-0.701, -0.096, 0.298], [-0.025, 0.111, 0.031], [0.346, 0.164, -0.524], [-0.776, -0.780, -0.225], [1.230, 0.774, 6.081], [-0.141, 0.235, 0.147], [0.071, 0.173, -0.007], [-0.084, 0.162, -0.105], [-1.004, -3.261, 1.832], [-0.004, -0.048, -0.062], [0.003, -0.103, -0.109], [0.039, -0.048, -0.176], [0.034, 0.101, 0.068], [1.373, -1.560, 1.358], [-5.250, -0.920, -0.370], [1.566, -0.329, -1.893], [1.596, 2.429, 0.752], [-5.433, -0.183, -0.205], [0.990, 2.447, -1.829], [-1.304, -1.359, 0.224], [0.039, 0.383, 0.158], [-1.464, 5.864, -0.234], [-3.081, 4.728, -1.895], [2.450, -1.668, -0.126], [-0.030, 0.418, -0.146], [-0.362, -0.289, -0.103], [-0.122, -0.024, 0.021], [0.363, 0.646, 0.328], [2.407, 1.881, -1.137], [0.097, 0.133, -0.055], [0.104, -0.184, -0.249], [-0.073, -0.056, 0.175], [-0.098, -0.159, 0.217], [0.075, -0.051, -0.165], [-0.043, 0.058, 0.138], [-0.112, 0.212, -0.063], [-0.162, 0.132, 0.310], [0.170, -0.120, -0.079], [-0.328, 0.157, 0.102]]}



Q: charge of number 1 (C42H29AsF10N4O4Tl)?
A: -1